Entry 1:
{
  "formula": "C11H20Cl2F6NOP",
  "method": "ωB97M-V with the def2-TZVPD basis set",
  "smiles": "C[C@H](O)CP(F)(CCCN)([C@H](Cl)[C@H](C)Cl)C(F)(F)C(F)(F)F",
  "orbital_gap_ev": 9.76,
  "species": ["C", "C", "O", "C", "P", "F", "C", "C", "C", "N", "C", "Cl", "C", "C", "Cl", "C", "F", "F", "C", "F", "F", "F", "H", "H", "H", "H", "H", "H", "H", "H", "H", "H", "H", "H", "H", "H", "H", "H", "H", "H", "H", "H"],
  "xyz": [[3.594, 1.633, 1.333], [1.992, 1.369, 1.260], [1.692, 0.660, 2.504], [1.781, 0.469, -0.038], [-0.012, 0.124, -0.504], [-0.249, 1.851, -0.423], [-1.256, 0.008, 0.957], [-2.430, 1.099, 0.885], [-2.215, 2.328, 1.915], [-2.705, 1.798, 3.247], [0.178, -1.766, -0.475], [0.656, -2.277, 1.254], [1.303, -2.377, -1.482], [0.736, -3.579, -2.413], [2.657, -3.216, -0.498], [-0.688, 0.195, -2.280], [0.284, -0.079, -3.291], [-1.079, 1.536, -2.562], [-1.962, -0.692, -2.620], [-2.785, -1.027, -1.557], [-1.677, -1.855, -3.367], [-2.773, 0.074, -3.495], [4.158, 0.743, 0.873], [3.899, 2.532, 0.686], [3.959, 1.809, 2.389], [1.532, 2.401, 1.215], [1.189, 1.271, 3.074], [2.444, -0.438, 0.089], [2.230, 1.067, -0.912], [-1.784, -1.000, 0.815], [-0.748, 0.058, 1.966], [-3.366, 0.565, 1.290], [-2.707, 1.437, -0.158], [-2.942, 3.169, 1.643], [-1.133, 2.667, 1.972], [-2.437, 0.800, 3.309], [-2.283, 2.317, 4.024], [-0.786, -2.348, -0.671], [1.872, -1.593, -2.084], [1.237, -4.568, -2.122], [0.997, -3.424, -3.512], [-0.376, -3.741, -2.238]],
  "forces_ev_per_angstrom": [[0.16, 0.02, -1.11], [2.42, 0.33, 0.33], [-0.79, 0.90, -0.96], [0.84, 0.87, -0.31], [0.18, 0.92, 3.68], [0.52, -0.94, -0.28], [-1.90, 0.05, -0.98], [-0.45, 0.15, 1.00], [-1.02, -0.91, -0.24], [0.81, -0.09, -0.67], [0.86, -2.20, -0.74], [-1.18, 0.78, -0.86], [0.17, -1.30, -0.16], [0.32, -0.26, 0.20], [-0.02, 0.70, -1.14], [0.06, 2.16, -2.33], [-1.52, 0.04, 2.10], [0.51, -2.82, 0.31], [-2.62, -0.42, -2.60], [1.98, 0.52, -1.63], [-0.23, 2.33, 2.17], [1.56, -1.60, 1.84], [-0.78, 1.15, 0.92], [-0.56, -1.17, 0.93], [-0.64, -0.26, -1.22], [-0.03, -1.50, -0.07], [0.34, -0.41, -0.39], [-1.14, 0.76, -0.17], [-0.70, -0.75, 1.22], [1.04, 1.35, 0.55], [-0.25, -0.20, -1.43], [1.24, 0.81, -0.61], [0.66, -0.32, 1.21], [1.39, -0.95, 0.18], [-1.27, -0.25, -0.42], [-0.11, 0.93, 0.28], [-0.16, -0.43, -0.36], [1.26, 0.96, 0.27], [-1.04, -1.01, 0.87], [-0.67, 1.59, -0.29], [-0.65, 0.02, 1.46], [1.39, 0.43, -0.52]]
}

---

Entry 2:
{
  "formula": "C11H20ClIN2O2PSeYb",
  "method": "ωB97M-V with the def2-TZVPD basis set",
  "total_charge": 2,
  "s2": 0.753,
  "orbital_gap_ev": [8.61, 5.51],
  "spin_multiplicity": 2,
  "species": ["C", "C", "H", "H", "H", "O", "I", "Yb", "P", "C", "C", "H", "H", "H", "C", "H", "H", "H", "H", "H", "H", "C", "O", "Cl", "C", "N", "C", "C", "N", "C", "C", "Se", "H", "H", "H", "H", "H", "H", "H", "H"],
  "xyz": [[-0.492, -1.916, -1.601], [0.658, -1.354, -2.377], [-1.058, -2.627, -2.230], [-1.189, -1.132, -1.262], [-0.125, -2.475, -0.734], [1.732, -1.937, -2.590], [1.712, 0.588, -0.688], [-1.494, 0.507, 1.747], [0.255, 0.023, -3.595], [1.785, 0.836, -4.068], [-0.288, -0.899, -5.047], [-1.834, 0.609, -2.500], [-1.509, 1.550, -3.990], [-0.659, 1.938, -2.461], [-1.057, 1.125, -3.081], [-1.338, -1.201, -4.941], [-0.180, -0.247, -5.924], [1.668, 1.202, -5.098], [2.604, 0.107, -4.022], [0.344, -1.789, -5.172], [2.000, 1.672, -3.394], [2.685, -1.895, 0.455], [3.085, -2.831, 0.943], [-3.111, 0.355, -0.102], [-2.592, -0.243, 4.194], [-1.302, 0.456, 4.143], [-1.113, 1.820, 4.321], [0.213, 2.052, 4.125], [0.801, 0.860, 3.762], [2.208, 0.672, 3.369], [-0.125, -0.130, 3.718], [-0.062, -1.685, 2.719], [-3.234, -0.015, 3.310], [-3.130, 0.085, 5.094], [-2.395, -1.321, 4.233], [-1.920, 2.441, 4.675], [0.808, 2.941, 4.238], [2.372, 1.078, 2.362], [2.842, 1.180, 4.107], [2.436, -0.401, 3.361]],
  "forces_ev_per_angstrom": [[-0.25, 0.09, 0.63], [1.60, -2.16, -1.71], [0.30, 0.28, 0.05], [0.21, -0.33, -0.15], [-0.03, 0.03, -0.19], [-2.34, 1.35, 0.64], [0.18, 0.94, 1.28], [0.00, 0.62, -1.66], [0.22, -0.57, -0.50], [-0.05, 0.31, -0.06], [-0.13, -0.10, -0.04], [0.21, 0.02, -0.23], [0.11, -0.06, 0.29], [-0.10, -0.14, -0.20], [-0.12, 0.42, 0.04], [0.25, 0.04, -0.05], [-0.11, -0.20, 0.16], [0.11, -0.06, 0.31], [-0.22, 0.09, -0.02], [-0.14, 0.27, 0.00], [0.01, -0.14, -0.31], [0.48, -1.20, 0.51], [-0.42, 1.06, -0.57], [-0.15, 0.01, -0.25], [-0.22, -0.09, 0.46], [0.37, -0.44, 0.11], [0.18, -0.07, 0.44], [-0.09, -0.02, -0.09], [0.04, -0.46, -0.07], [0.19, 0.10, 0.10], [-0.13, 0.39, 0.53], [0.26, -0.54, 0.25], [0.13, -0.12, 0.41], [0.10, -0.13, -0.36], [-0.17, 0.35, 0.02], [0.14, 0.14, 0.05], [-0.10, 0.14, 0.02], [-0.03, -0.04, 0.36], [-0.16, -0.14, -0.29], [-0.15, 0.35, 0.10]]
}

---

Entry 3:
{
  "formula": "C11H20ClIN2O2PZr",
  "method": "ωB97M-V with the def2-TZVPD basis set",
  "total_charge": 3,
  "orbital_gap_ev": [3.42, 3.42],
  "species": ["C", "C", "H", "H", "H", "O", "I", "Zr", "P", "C", "C", "H", "H", "H", "C", "H", "H", "H", "H", "H", "H", "C", "O", "Cl", "C", "C", "C", "C", "N", "N", "C", "H", "H", "H", "H", "H", "H", "H", "H"],
  "xyz": [[-2.262, 1.381, -3.533], [-2.141, -0.001, -2.955], [-2.913, 1.353, -4.400], [-1.279, 1.786, -3.939], [-2.634, 2.124, -2.819], [-2.080, -0.930, -3.730], [-2.657, 2.844, 1.113], [-1.248, 1.195, -0.449], [0.576, -0.701, -1.225], [0.506, -2.365, -0.407], [0.918, -1.066, -2.976], [2.362, 0.892, -0.878], [2.985, -0.687, -1.384], [2.438, -0.450, 0.290], [2.245, -0.184, -0.754], [1.012, -0.106, -3.501], [1.886, -1.613, -3.049], [1.105, -3.052, -1.013], [-0.534, -2.703, -0.352], [0.115, -1.650, -3.439], [0.917, -2.287, 0.603], [-2.498, -0.491, -1.383], [-3.333, -1.311, -1.096], [0.239, 2.640, -1.628], [2.820, 0.854, 3.335], [1.423, 0.663, 2.906], [0.305, 0.104, 3.544], [-0.746, 0.068, 2.633], [-0.278, 0.641, 1.460], [1.011, 1.050, 1.696], [-2.127, -0.422, 2.795], [3.059, 1.917, 3.414], [2.970, 0.397, 4.324], [3.552, 0.401, 2.658], [0.221, -0.226, 4.579], [1.535, 1.597, 1.013], [-2.271, -0.615, 3.857], [-2.892, 0.332, 2.452], [-2.306, -1.377, 2.237]],
  "forces_ev_per_angstrom": [[1.32, 2.10, 0.98], [-0.66, -2.92, -7.42], [-0.48, -0.45, -0.06], [-0.80, -0.86, 0.63], [-0.15, 0.00, -0.02], [0.17, 2.42, 4.30], [-0.40, -0.20, -0.88], [2.29, 3.60, 2.75], [1.23, -2.89, -0.24], [-0.58, 0.69, -0.20], [-0.37, 0.13, -0.50], [0.27, 0.01, -0.11], [-0.28, -0.03, -0.03], [-0.02, 0.03, -0.27], [0.34, 0.86, 0.83], [0.11, -0.23, -0.10], [-0.74, 0.32, 0.15], [-0.11, 0.03, 0.14], [0.26, -0.25, 0.00], [0.38, 0.01, 0.04], [-0.10, -0.05, -0.13], [-5.84, -6.14, 1.24], [4.94, 4.62, -1.21], [-0.90, -0.91, 0.80], [0.34, -0.06, 0.88], [-0.16, 0.28, 0.00], [-0.64, -0.45, 0.19], [1.56, 0.81, -0.55], [-0.49, 0.41, -0.98], [-0.05, -0.44, -0.12], [-0.91, -0.19, -0.60], [0.01, 0.02, 0.03], [-0.05, 0.23, -0.34], [-0.24, 0.01, -0.08], [0.29, 0.01, -0.37], [-0.22, -0.29, 0.37], [-0.28, -0.11, -0.08], [0.79, -0.78, 0.47], [0.18, 0.66, 0.49]]
}

---

Entry 4:
{
  "formula": "C11H20FN3O4S",
  "method": "ωB97M-V with the def2-TZVPD basis set",
  "smiles": "O=S(=O)(F)Nc1ccncc1.COCCNCCOC",
  "orbital_gap_ev": 9.25,
  "species": ["O", "S", "O", "F", "N", "C", "C", "C", "N", "C", "C", "H", "H", "H", "H", "H", "C", "O", "C", "C", "N", "C", "C", "O", "C", "H", "H", "H", "H", "H", "H", "H", "H", "H", "H", "H", "H", "H", "H", "H"],
  "xyz": [[-0.896, 4.501, 0.501], [0.236, 3.700, 0.214], [1.345, 4.211, -0.500], [-0.254, 2.449, -0.561], [0.686, 2.940, 1.611], [2.099, 2.690, 1.742], [2.953, 3.576, 2.377], [4.297, 3.246, 2.461], [4.844, 2.147, 1.948], [4.003, 1.322, 1.330], [2.638, 1.532, 1.213], [0.352, 3.526, 2.369], [2.592, 4.498, 2.807], [4.966, 3.926, 2.968], [4.429, 0.427, 0.898], [2.011, 0.810, 0.718], [-2.573, -3.657, -2.937], [-2.627, -2.253, -2.788], [-3.530, -1.799, -1.788], [-2.789, -1.188, -0.619], [-2.067, -2.202, 0.139], [-1.151, -1.673, 1.145], [0.021, -0.821, 0.673], [1.002, -1.520, -0.068], [0.742, -1.659, -1.454], [-1.972, -3.867, -3.819], [-2.107, -4.146, -2.074], [-3.572, -4.079, -3.084], [-4.184, -2.609, -1.455], [-4.156, -1.027, -2.243], [-3.511, -0.700, 0.042], [-2.125, -0.411, -1.021], [-1.544, -2.783, -0.503], [-0.737, -2.528, 1.684], [-1.731, -1.091, 1.869], [0.533, -0.461, 1.569], [-0.306, 0.071, 0.123], [0.190, -0.802, -1.850], [0.190, -2.577, -1.672], [1.703, -1.720, -1.964]],
  "forces_ev_per_angstrom": [[-0.17, -0.19, 0.02], [0.06, 0.37, 0.38], [0.08, -0.21, -0.13], [-0.12, -0.15, -0.32], [0.43, 0.58, 0.06], [0.27, -0.33, -0.08], [-0.16, -0.13, 0.06], [0.11, 0.14, 0.11], [-0.37, 0.10, -0.03], [0.03, -0.14, -0.07], [-0.06, 0.16, -0.02], [-0.21, -0.09, 0.04], [-0.02, 0.11, 0.01], [0.13, 0.04, 0.04], [0.10, -0.10, 0.00], [0.00, -0.12, -0.13], [0.02, 0.08, -0.03], [0.04, -0.15, 0.06], [-0.10, 0.20, -0.08], [0.15, -0.12, 0.04], [0.03, 0.12, -0.08], [-0.03, -0.24, -0.04], [-0.05, 0.14, 0.20], [0.01, 0.03, -0.07], [0.13, -0.05, 0.05], [0.01, 0.02, -0.01], [-0.06, -0.04, 0.01], [0.00, -0.03, 0.01], [0.06, -0.05, 0.05], [-0.01, -0.02, -0.01], [0.01, 0.02, 0.02], [-0.08, 0.08, -0.01], [0.00, -0.03, -0.01], [0.00, 0.02, 0.05], [0.00, 0.05, -0.02], [-0.03, -0.02, 0.04], [-0.05, -0.11, -0.06], [-0.05, -0.01, 0.00], [-0.08, 0.05, -0.04], [0.01, 0.02, 0.02]]
}